{
  "formula": "C4H7N3O",
  "method": "ωB97M-V/def2-TZVPD",
  "elements": ["C", "N", "O", "H", "H", "H", "C", "H", "H", "H", "N", "H", "C", "N", "C"],
  "coordinates": [[1.3000, 1.3612, -0.2245], [-0.4873, -0.3925, -0.0039], [-1.2831, 0.7781, -0.0284], [-2.6777, 0.1441, 1.0959], [-2.6516, -0.7085, -0.7096], [2.5863, -0.7939, -0.3649], [-2.5422, 0.2741, -0.0477], [0.5966, -2.3491, 0.8958], [-3.3613, 1.1211, -0.2844], [2.3862, 3.3918, 0.4063], [1.6987, -0.9125, 0.0230], [0.4538, -2.1885, -0.7241], [0.7749, 0.0921, -0.0390], [1.1960, -2.2074, -0.0183], [2.0107, 2.3899, 0.0237]],
  "atomic_forces_ev_per_a": [[3.780, 6.836, 1.873], [3.248, 3.540, 0.255], [1.268, 0.160, -1.629], [-0.950, -1.023, -1.723], [0.010, 2.228, 1.496], [1.356, 0.237, -0.526], [-4.165, 0.108, 1.696], [1.630, 0.370, -2.117], [2.070, -1.871, -0.058], [-0.541, -1.965, -1.099], [-1.074, -0.179, 0.904], [0.103, -0.251, -0.017], [-2.238, -4.257, -0.665], [-1.335, -0.938, 1.942], [-3.161, -2.994, -0.333]],
  "lowdin_charge": [-0.04, 0.06, -0.25, 0.09, 0.11, 0.11, -0.20, 0.13, 0.12, 0.07, -0.07, 0.07, -0.37, -0.01, 0.16],
  "fmax_ev_per_a": 8.03,
  "charge": 0,
  "e_above_lowest_ev": 7.045,
  "e_homo_ha": -0.307,
  "molar_mass_g_mol": 113.120,
  "total_energy_ha": -395.8895,
  "gap_ev": 8.6
}



{
  "formula": "C4H7N3O",
  "method": "ωB97M-V/def2-TZVPD",
  "elements": ["H", "C", "H", "H", "H", "N", "H", "N", "C", "O", "N", "H", "C", "H", "C"],
  "coordinates": [[-1.6822, -2.2543, -0.4004], [0.4247, 0.7982, 0.4715], [0.4319, 1.3658, 2.4189], [-0.6820, -2.3287, -1.8854], [2.5568, 0.3853, 0.2096], [-1.3510, -1.7133, -1.3246], [1.4429, -1.3765, -1.8886], [-0.6293, 0.3275, -0.0504], [1.5745, 0.1939, -0.0296], [-1.7552, 0.0780, 0.7087], [0.1778, 1.9001, 1.3497], [-2.3175, 1.4660, 0.9461], [1.1027, -0.7809, -0.9296], [1.0418, 2.5873, 1.2978], [-0.3358, -0.6483, -0.8938]],
  "atomic_forces_ev_per_a": [[1.219, 1.426, -2.723], [5.419, 3.411, 2.423], [-1.256, 2.395, -3.517], [-1.621, 0.560, 1.185], [1.870, 0.754, 0.399], [2.152, 0.297, 1.790], [0.256, 1.169, 2.644], [-4.994, -2.950, -1.144], [-2.334, 0.042, -0.479], [-2.431, 5.720, 0.814], [3.973, -0.679, 4.544], [2.170, -4.912, -0.815], [-3.150, -1.050, -3.104], [-2.305, -1.727, -0.013], [1.033, -4.455, -2.004]],
  "lowdin_charge": [0.12, -0.47, 0.18, 0.08, 0.07, 0.03, 0.13, -0.17, -0.04, -0.07, 0.03, 0.35, -0.05, 0.11, -0.31],
  "fmax_ev_per_a": 6.85,
  "charge": 0,
  "e_above_lowest_ev": 7.739,
  "e_homo_ha": -0.271,
  "molar_mass_g_mol": 113.120,
  "total_energy_ha": -395.8640,
  "gap_ev": 6.6
}